1.
DFT (ωB97M-V/def2-TZVPD) results for a cluster of 2 separate species, C14H30N2O5PS in total.

Values from the calculation:
Largest force on an atom ... 0.60 eV Å⁻¹
HOMO energy ... -4.049 eV

```
! wB97M-V def2-TZVPD RIJCOSX def2/J DEFGRID3
* xyz -1 1
C 1.55 0.43 -6.43
O 0.16 0.37 -6.54
C -0.51 0.60 -5.30
C -1.83 -0.13 -5.26
C -2.45 -0.14 -3.86
C -1.81 -1.13 -2.89
P -2.47 -0.90 -1.12
C -3.10 -0.55 0.69
C -2.70 0.83 1.17
S -2.76 1.00 3.01
C -1.13 1.48 3.34
N -0.25 2.06 2.61
N 0.90 2.20 3.41
C 0.59 1.72 4.54
O -0.66 1.23 4.60
C -3.48 -2.61 -1.10
C -2.72 -3.88 -0.95
O -2.91 -4.75 -0.11
O -1.70 -4.02 -1.84
H 1.97 0.34 -7.44
H 1.94 -0.40 -5.82
H 1.90 1.37 -6.00
H 0.13 0.28 -4.47
H -0.66 1.69 -5.18
H -2.50 0.32 -5.99
H -1.65 -1.17 -5.58
H -3.50 -0.40 -3.96
H -2.39 0.87 -3.43
H -0.73 -0.95 -2.81
H -1.97 -2.14 -3.28
H -3.69 -0.24 -1.64
H -1.76 0.40 -1.12
H -1.29 -1.58 -0.55
H -2.68 -1.32 1.35
H -4.19 -0.64 0.71
H -3.40 1.59 0.80
H -1.70 1.11 0.86
H 1.21 1.66 5.42
H -4.16 -2.60 -0.24
H -4.10 -2.65 -2.00
H -1.26 -4.85 -1.58
C 5.61 1.63 6.52
C 4.66 1.08 5.46
C 5.40 0.68 4.19
O 3.63 2.01 5.16
H 6.11 2.52 6.15
H 5.05 1.90 7.42
H 6.37 0.89 6.79
H 4.14 0.21 5.86
H 5.90 1.55 3.76
H 4.70 0.29 3.46
H 6.16 -0.08 4.40
H 4.03 2.80 4.77
*
```

=====

2.
DFT (ωB97M-V/def2-TZVPD) results for a structure of composition C14H30N2O5PS2Sn.

Values from the calculation:
Largest force on an atom ... 0.34 eV Å⁻¹
HOMO energy ... -17.178 eV
Relative energy (zero: lowest compared OMol25 entry of this formula, charge and spin) ... 48.4 kJ/mol

```
! wB97M-V def2-TZVPD RIJCOSX def2/J DEFGRID3
* xyz 3 1
Sn 0.48 1.07 -0.42
C 2.78 -2.54 -3.90
N 2.88 -1.35 -3.03
C 4.19 -0.68 -2.99
C 1.87 -0.92 -2.35
O 1.94 0.10 -1.57
C 0.53 -1.64 -2.41
O -0.46 -0.80 -1.81
C -1.58 -0.45 -2.63
C -1.73 1.07 -2.60
O -1.03 1.70 -1.73
N -2.54 1.69 -3.40
C -2.68 3.16 -3.34
C -3.42 1.01 -4.35
H 3.79 -2.86 -4.15
H 2.26 -2.29 -4.82
H 2.28 -3.36 -3.39
H 4.91 -1.34 -2.51
H 4.11 0.26 -2.45
H 4.51 -0.49 -4.02
H 0.59 -2.58 -1.85
H 0.27 -1.88 -3.44
H -2.48 -0.92 -2.24
H -1.42 -0.79 -3.65
H -1.79 3.61 -2.93
H -3.54 3.41 -2.73
H -2.85 3.51 -4.36
H -3.34 -0.07 -4.29
H -3.17 1.34 -5.36
H -4.45 1.30 -4.14
C -3.17 0.95 5.24
C -2.28 1.25 6.43
C -2.63 0.51 7.69
O -0.84 0.93 6.05
P -0.25 -0.28 5.33
S 1.64 0.00 4.75
S 0.00 -0.16 3.30
O -0.76 -1.56 5.97
C -0.62 -3.05 5.72
C 0.77 -3.40 5.25
C -1.74 -3.46 4.79
H -4.19 1.22 5.50
H -3.16 -0.12 5.00
H -2.87 1.53 4.37
H -2.20 2.31 6.61
H -2.73 -0.56 7.52
H -3.58 0.89 8.05
H -1.89 0.69 8.47
H -0.79 -3.44 6.72
H 0.94 -3.09 4.21
H 0.87 -4.48 5.29
H 1.54 -2.97 5.89
H -1.58 -3.06 3.79
H -2.70 -3.12 5.17
H -1.76 -4.54 4.73
*
```

=====

3.
DFT (ωB97M-V/def2-TZVPD) results for a cluster of 6 separate species, C14H31BNO22S5 in total at a distorted geometry.

Values from the calculation:
Largest force on an atom ... 1.11 eV Å⁻¹
HOMO energy ... -3.815 eV
Relative energy (zero: lowest compared OMol25 entry of this formula, charge and spin) ... 93.7 kJ/mol

```
! wB97M-V def2-TZVPD RIJCOSX def2/J DEFGRID3
* xyz -1 1
C -2.90 1.55 -0.69
C -1.54 0.87 -1.03
N -0.44 1.15 -0.11
C -0.76 0.71 1.23
C -0.96 1.76 2.34
O -1.25 0.95 3.44
B -0.44 -0.32 3.18
O 0.21 -0.09 1.84
H -3.36 1.95 -1.60
H -2.75 2.33 0.05
H -3.57 0.81 -0.29
H -1.69 -0.21 -0.97
H -1.28 1.16 -2.04
H -0.31 2.16 -0.10
H -1.67 0.10 1.27
H 0.05 2.17 2.51
H -1.66 2.58 2.16
H 0.36 -0.51 4.09
H -1.23 -1.29 3.12
C 0.19 5.54 -0.01
C -0.48 6.53 -0.96
O 0.11 6.23 -2.23
S 0.41 4.66 -2.34
O -0.65 4.03 -3.02
O 1.76 4.50 -2.75
O 0.28 4.33 -0.77
H 1.19 5.86 0.26
H -0.40 5.36 0.88
H -0.28 7.56 -0.69
H -1.55 6.36 -1.01
C -5.95 -3.53 0.09
C -4.50 -3.14 -0.13
O -4.55 -2.29 -1.29
S -5.91 -1.45 -1.29
O -5.64 -0.18 -0.71
O -6.53 -1.58 -2.56
O -6.69 -2.34 -0.21
H -6.26 -4.32 -0.60
H -6.14 -3.84 1.11
H -3.86 -3.99 -0.32
H -4.10 -2.56 0.71
C 3.55 -0.20 2.85
C 4.61 0.85 2.60
O 4.55 1.71 3.75
S 4.18 0.82 5.04
O 5.39 0.48 5.72
O 3.12 1.46 5.72
O 3.67 -0.47 4.26
H 2.54 0.18 2.64
H 3.72 -1.11 2.28
H 4.40 1.43 1.70
H 5.61 0.42 2.53
C 8.59 2.29 -0.15
C 7.18 2.56 -0.64
O 6.83 1.36 -1.35
S 7.51 0.09 -0.65
O 6.58 -0.51 0.23
O 8.19 -0.65 -1.64
O 8.57 0.91 0.24
H 9.32 2.43 -0.94
H 8.85 2.90 0.71
H 7.12 3.41 -1.31
H 6.48 2.69 0.19
C -3.93 -7.17 -4.09
C -3.04 -6.56 -3.03
O -3.88 -5.60 -2.37
S -5.39 -6.13 -2.35
O -5.65 -6.75 -1.10
O -6.23 -5.11 -2.87
O -5.21 -7.28 -3.45
H -4.03 -6.51 -4.96
H -3.59 -8.15 -4.41
H -2.17 -6.06 -3.44
H -2.72 -7.31 -2.30
*
```

=====

4.
DFT (ωB97M-V/def2-TZVPD) results for an isolated molecule of C14H31BrNO2P at a distorted geometry.

Values from the calculation:
SMILES string ... COCCCCCCC[PH2](Br)CCCCNC(C)=O
Largest force on an atom ... 4.04 eV Å⁻¹
HOMO energy ... -9.026 eV

```
! wB97M-V def2-TZVPD RIJCOSX def2/J DEFGRID3
* xyz 0 1
C -0.43 2.38 3.79
O -0.73 1.07 4.37
C 0.21 0.11 3.85
C -0.16 -0.28 2.32
C -1.41 -1.29 2.42
C -1.91 -1.74 0.95
C -0.72 -2.44 0.10
C -0.68 -1.63 -1.31
C 0.41 -2.21 -2.34
P 2.09 -2.64 -1.57
Br 1.86 -4.82 -2.29
C 2.40 -0.88 -0.91
C 2.33 0.30 -2.00
C 1.33 1.45 -1.46
C 0.23 1.89 -2.54
N -0.29 3.25 -2.21
C -1.20 3.25 -1.06
C -2.27 2.13 -0.70
O -1.13 4.25 -0.29
H -0.28 3.13 4.64
H -1.28 2.73 3.12
H 0.54 2.38 3.19
H 1.30 0.44 3.94
H 0.15 -0.89 4.43
H 0.77 -0.79 1.90
H -0.51 0.61 1.71
H -1.23 -2.18 3.10
H -2.29 -0.68 2.86
H -2.19 -0.76 0.41
H -2.87 -2.35 0.98
H -1.09 -3.49 -0.18
H 0.28 -2.44 0.63
H -0.64 -0.51 -1.16
H -1.70 -1.84 -1.79
H -0.02 -3.20 -2.74
H 0.50 -1.54 -3.28
H 3.33 -2.60 -2.32
H 2.21 -3.12 -0.21
H 1.73 -0.72 -0.01
H 3.48 -0.88 -0.50
H 3.36 0.80 -2.06
H 2.09 -0.05 -3.06
H 1.97 2.34 -1.10
H 0.73 1.11 -0.53
H -0.61 1.14 -2.68
H 0.80 1.98 -3.54
H -0.79 3.58 -3.05
H -3.32 2.61 -0.65
H -2.03 1.71 0.33
H -2.33 1.30 -1.47
*
```

=====

Number 1: HOMO-LUMO gap 6.46 eV, DFT total energy -48343.8834 eV, LUMO energy 2.41 eV. Number 2: HOMO-LUMO gap 7.64 eV, DFT total energy -64989.9687 eV, LUMO energy -9.53 eV. Number 3: HOMO-LUMO gap 5.54 eV, DFT total energy -116405.3663 eV, LUMO energy 1.73 eV. Number 4: HOMO-LUMO gap 9.53 eV, DFT total energy -99932.9050 eV, LUMO energy 0.51 eV.